Record 1
C16H78F3N2O29S4 | the ωB97M-V functional and the def2-TZVPD basis

Summary:
Gap between HOMO and LUMO: 6.6 eV
Total charge: -1
HOMO: -0.230 Ha
LUMO: 0.298 eV

Element x y z (Å)
O 4.921 3.587 3.130
H -6.912 1.771 -0.978
N 2.704 -0.975 0.201
H -8.475 3.048 0.351
H -4.534 -6.466 -6.287
H 5.351 10.870 0.884
O 5.703 10.135 1.408
H -2.445 -5.071 -2.455
H -4.487 2.189 1.469
O 1.863 -7.325 -6.401
H 0.251 8.000 -1.203
O -0.557 6.968 5.906
H 3.044 -4.578 -0.559
H 3.900 -2.149 -2.623
S -0.886 -0.654 -4.128
O -5.656 -5.461 3.712
H 0.088 2.328 2.126
O -7.737 3.477 -0.108
H 1.251 -3.167 0.656
H -6.334 -1.629 3.110
H -0.219 -5.579 -5.735
C 2.881 -1.682 -2.236
H -3.849 -2.878 -1.521
O 0.603 7.265 -0.679
H 2.764 6.207 3.412
H 1.638 5.841 6.043
H 0.218 -1.521 -2.041
C 2.023 0.082 1.042
H 0.584 0.337 -2.336
H -2.665 4.273 5.681
H 7.732 -4.793 0.755
H 2.521 -0.336 -4.078
O 7.135 -4.276 1.317
O -3.127 5.117 5.796
H 2.022 -3.344 2.376
C 3.823 -1.571 1.025
H 0.047 4.991 -1.116
H 2.341 -2.564 -1.641
H -3.766 -0.376 5.951
H 4.191 -5.302 -7.503
H -2.917 -1.052 4.877
H -5.175 -5.131 2.938
O -3.807 0.643 -2.799
O 6.006 7.410 1.895
H -3.094 -5.961 -6.325
N -2.238 -1.522 -3.441
H -0.462 -4.239 -5.044
H -4.003 -0.565 0.616
H -5.315 -1.731 -2.032
H -0.991 2.305 5.698
C 1.952 -1.205 -3.507
O 4.243 -4.932 -6.609
H 5.636 3.809 2.515
O -3.665 -9.006 -6.560
H 1.202 -4.875 1.452
C 3.267 -4.240 0.547
O 0.272 9.619 0.310
H 1.022 7.698 0.079
H 0.067 1.791 -0.604
C -4.511 -1.537 0.203
H 3.580 -1.584 2.194
O 0.044 -4.646 -5.763
H 0.761 3.583 -2.169
O -4.135 1.454 1.993
O -0.419 -1.484 -5.383
F -2.279 -2.002 2.868
H 4.317 -0.211 -1.205
H 5.382 8.106 1.639
O 3.293 6.220 2.601
H -1.164 3.151 0.021
H -2.181 1.357 5.570
H 3.775 -5.161 1.105
H -3.068 -9.523 -7.122
O -1.707 -4.643 -2.915
H -3.715 1.887 2.752
C -4.312 -1.789 -1.406
H -5.015 -6.036 4.157
H -5.682 -1.430 0.406
H 4.839 -2.949 -0.560
H 5.675 1.660 2.684
H 5.260 -3.326 1.246
H -1.495 -6.387 -4.275
O -2.864 -0.682 5.771
H 1.766 4.315 -0.657
C 3.172 -0.453 -1.140
C -4.008 -2.811 1.113
H -7.825 4.412 0.129
H -5.948 1.086 -1.944
S -3.055 -0.602 -2.200
H 4.197 6.372 2.913
H 0.446 10.160 1.095
O -1.407 -7.322 -4.512
H -0.609 6.598 5.012
H -4.894 -1.124 3.072
O -1.874 2.237 5.305
H 1.004 3.959 1.642
O 5.763 0.725 2.447
F -4.982 -3.945 1.332
C -0.015 2.872 -0.117
S 2.443 1.906 1.110
O -2.099 -0.042 -1.094
S 0.747 -0.485 2.071
H 4.196 3.303 2.553
O -5.609 -1.345 3.687
H 2.554 0.502 -1.414
H 1.775 -6.390 -6.165
H 6.122 10.569 2.167
H 1.881 4.501 5.352
H 6.875 7.826 1.794
C -2.660 -2.925 1.752
H 5.025 0.297 2.907
O 2.144 5.433 5.324
H -3.091 -8.673 -5.853
H -1.458 7.275 6.086
H -2.145 -7.751 -4.052
H 3.342 -4.625 -6.430
O -6.586 0.897 -1.240
O -3.809 -6.182 -5.710
C 1.882 -3.899 1.355
C 4.370 -3.028 0.509
H 1.809 -2.146 -4.197
C 0.706 3.999 -1.066
O -1.216 0.771 -4.638
H 1.125 -7.753 -5.942
H -4.033 4.859 6.022
F -1.672 -3.977 1.321
C 0.798 2.835 1.343
H 7.709 -3.943 2.023
H -1.795 -3.707 -2.678
H -0.642 9.321 0.429
C 0.507 -0.720 -2.877
H 4.744 -0.818 0.924

Atom charges from the Löwdin analysis, given in e for atoms 1 to 8: O -0.071; H -0.011; N -0.213; H 0.052; H 0.040; H 0.055; O -0.054; H 0.045

***

Record 2
C3H2O3 | the ωB97M-V functional and the def2-TZVPD basis

Summary:
Energy relative to the best compared isomer or geometry (same formula, charge and spin): 568.6 kJ/mol
Gap between HOMO and LUMO: 9.2 eV
Total charge: 0
HOMO: -0.357 Ha
LUMO: -0.522 eV

Element x y z (Å)
H -0.729 2.422 0.619
C 0.049 -1.969 -1.126
O -0.824 0.533 0.630
O 1.690 0.807 0.580
O -0.981 1.743 1.273
C 0.486 -0.994 -0.533
H -0.523 -2.687 -1.640
C 0.832 0.144 0.197

For each atom in turn, the Löwdin charge in e is: H 0.099; C 0.210; O -0.179; O 0.218; O -0.071; C -0.025; H 0.045; C -0.298

***

Record 3
C39H47N2OSSiTi | the ωB97M-V functional and the def2-TZVPD basis

Summary:
Energy relative to the best compared isomer or geometry (same formula, charge and spin): 0.0 kJ/mol
Gap between HOMO and LUMO: 8.6 eV
Total charge: +1
HOMO: -0.407 Ha
LUMO: -2.478 eV

Element x y z (Å)
H 4.974 2.524 1.238
H -0.017 -0.686 3.267
C 0.304 5.309 -4.747
H 3.067 -0.344 1.912
H -0.704 3.972 -1.263
C 4.978 0.847 5.039
C 0.409 3.618 -3.062
C 3.600 -0.008 2.794
H 1.463 3.516 -4.939
N 1.639 -0.796 -0.469
C 1.637 -0.412 -6.143
H 0.594 5.685 -5.719
C -0.422 2.629 5.522
H 3.411 1.333 -3.843
C -2.153 -0.119 0.066
C 4.098 1.704 4.393
S 1.117 2.108 -2.415
C 4.271 3.061 0.599
H 1.895 -3.406 0.165
C -2.100 0.852 1.079
C 4.480 -0.870 3.436
C -0.560 6.043 -3.944
C 2.655 -1.706 -0.947
C 3.184 3.773 1.420
C 3.840 4.746 2.404
C 2.559 0.912 -4.364
C -0.103 3.914 3.091
H 4.396 5.514 1.859
H 3.955 2.703 4.791
H -2.547 -0.396 -2.032
H 1.278 -2.832 -2.181
C -0.440 4.347 -2.243
H 3.734 -0.038 -5.884
H -1.458 -2.059 -0.529
H 1.419 1.641 5.076
C 5.172 -0.441 4.559
Ti 0.550 0.292 0.179
H 4.758 -1.588 -1.483
H -2.633 1.786 0.948
H -0.008 4.422 2.139
H -0.131 -2.440 1.511
H 2.900 5.172 -0.208
C 3.969 -0.935 -1.104
H -0.537 2.128 6.474
H 1.692 3.878 -0.175
Si 2.228 2.417 2.323
C -1.210 4.192 3.880
O 1.463 1.517 1.184
N -0.013 1.500 -1.460
C 3.393 1.294 3.257
H 4.629 -1.874 3.059
H -1.598 6.137 -2.069
H -2.238 3.758 5.716
C 0.687 2.361 4.727
C 0.797 4.091 -4.310
C 0.164 0.592 -4.529
C 2.737 0.139 -5.505
H 3.604 -3.532 -0.263
H -0.931 1.504 -1.894
H -3.981 -0.328 -1.016
H -1.300 1.415 2.989
H -0.944 6.991 -4.293
C 0.870 2.992 3.494
C -1.375 3.544 5.099
H -0.501 -0.621 -6.161
H 3.837 2.341 -0.101
C -0.930 5.563 -2.697
C -2.986 0.096 -1.164
H 3.099 5.251 3.029
C 1.274 1.131 -3.894
H 3.839 -0.108 -1.805
H 4.549 4.237 3.060
H 4.290 -0.520 -0.148
H 1.602 5.224 0.972
H 3.101 -2.451 1.044
C -1.448 -1.305 0.248
H 2.970 -2.966 -2.686
H 4.838 3.796 0.018
H -3.118 1.158 -1.378
C 0.352 -0.189 -5.656
C -1.357 0.646 2.229
H 5.514 1.184 5.917
H 2.059 -1.484 -3.020
H 1.777 -1.021 -7.025
C -0.627 -0.540 2.385
C 2.284 4.552 0.451
H -1.943 4.917 3.547
H 5.861 -1.107 5.061
C 2.215 -2.283 -2.294
C 2.825 -2.842 0.065
H -0.834 0.777 -4.151
C -0.690 -1.521 1.405

Atom charges from the Löwdin analysis, given in e for atoms 1 to 8: H 0.083; H 0.134; C -0.055; H 0.063; H 0.102; C -0.074; C -0.372; C -0.092

***

Record 4
C2H5ClOS | the ωB97M-V functional and the def2-TZVPD basis

Summary:
⟨S²⟩: 2.01
Energy relative to the best compared isomer or geometry (same formula, charge and spin): 202.1 kJ/mol
Gap between HOMO and LUMO (spin up / spin down): 4.9 / 7.6 eV
Total charge: 0
HOMO (spin up / spin down): -0.165 / -0.388 Ha
LUMO (spin up / spin down): 0.462 / -3.012 eV
2S+1: 3

Element x y z (Å)
O -0.466 0.346 -1.781
H -0.337 1.126 0.806
C 0.479 -0.532 -1.214
S -0.277 -1.241 0.339
H -1.330 0.275 1.883
H -1.029 0.571 -0.939
H 0.568 0.347 2.151
H 0.740 -1.399 -1.865
C -0.378 0.244 1.433
Cl 2.029 0.264 -0.813

Atom charges from the Löwdin analysis, given in e for atoms 1 to 8: O -0.161; H 0.006; C -1.072; S 0.814; H 0.009; H 0.087; H 0.110; H 0.068

***

Record 5
C45H107N5O11 | the ωB97M-V functional and the def2-TZVPD basis

Summary:
Energy relative to the best compared isomer or geometry (same formula, charge and spin): 0.0 kJ/mol
Gap between HOMO and LUMO: 7.9 eV
Total charge: 0
HOMO: -0.288 Ha
LUMO: 0.097 eV

Element x y z (Å)
H 4.602 -3.093 5.609
H -4.091 2.593 -5.852
H -3.532 0.974 -4.208
H -1.346 3.554 2.909
H -2.566 -2.221 -6.642
C 5.216 0.164 -3.857
C -2.343 4.750 -6.507
C -3.273 2.007 -3.944
H 2.696 -4.474 2.426
H -2.827 -3.546 -5.636
C 1.729 -3.348 5.989
O -1.010 -2.409 -1.650
H 1.426 1.035 2.504
H 1.866 0.644 -0.625
H -0.309 0.866 -0.280
N -1.569 3.688 -4.336
C -1.502 1.603 -5.629
H -0.254 3.034 0.485
C -4.208 2.871 -4.797
H -0.812 -1.507 -1.342
C 3.647 0.387 -1.823
C -2.188 -2.471 3.316
H 2.556 0.686 5.236
H 0.102 1.676 -3.463
C 4.596 -2.011 5.692
H -1.827 1.235 7.726
H -3.950 1.516 6.889
H 0.399 -4.851 -3.675
H -3.121 -4.257 -3.512
H -2.156 -1.586 7.764
H 4.340 1.962 -4.640
H 4.743 0.520 0.058
H 0.142 4.403 -3.916
C -3.869 0.826 6.050
H -1.237 -2.866 3.672
C -3.552 -3.470 -2.899
H -2.661 5.736 -6.858
C 4.742 3.840 -2.982
C 1.124 -3.213 4.611
H -4.762 -2.203 3.169
H 6.055 2.089 -4.427
C 3.936 -0.304 -3.165
H 1.549 0.342 -2.361
H -4.449 -0.917 -2.510
H 1.003 -3.673 6.736
C -0.595 -4.404 -3.722
H 4.571 -1.369 3.149
C 4.985 2.390 -2.627
H 3.318 0.352 6.796
H -5.052 -0.975 4.506
H -3.755 1.401 5.129
H -0.777 2.149 2.666
H 5.515 -0.522 -1.180
H 1.893 2.254 1.082
H -4.610 -3.427 -3.181
O -0.724 0.001 -0.074
N -1.404 -2.160 -2.986
H -3.351 1.341 0.161
H -2.817 -0.647 -4.785
H -4.888 -1.928 6.473
O -1.304 2.855 2.245
H 2.716 -2.030 7.391
C -4.370 -1.392 3.782
H -2.630 6.831 -4.874
C 3.376 0.156 5.727
H -0.345 -3.141 -5.988
N 2.842 -1.526 4.052
C 5.150 1.665 -3.969
H 2.580 2.926 -1.073
C -3.043 -1.161 7.282
H -2.295 -3.293 5.759
H -4.134 4.634 -3.573
H -4.206 -1.700 -4.806
H -0.568 -1.456 -5.509
C 2.249 -1.968 6.402
H 5.376 -1.571 5.043
H 1.934 -1.698 1.706
H 0.917 -1.372 -3.323
C 2.141 -2.740 3.577
N -2.252 -0.757 5.007
C -2.847 -2.146 -3.188
H 0.763 -4.171 4.229
H 6.677 1.278 -1.779
H -4.814 0.287 5.985
O 0.191 2.632 -0.290
H -1.858 2.161 -6.497
H -3.524 2.111 -2.884
H -1.980 -1.756 2.513
O 0.856 0.585 3.150
H 5.030 -1.733 6.663
H -2.419 5.989 -3.324
C -3.270 -2.871 5.468
H 5.269 -0.262 -4.861
C -0.953 1.608 -3.206
O 3.712 -0.906 3.098
H -1.314 4.688 -6.873
H 0.426 3.378 -0.855
O -0.194 3.927 -4.682
H -1.239 0.565 -3.038
H -1.064 6.226 -4.464
H 1.474 -2.412 -4.563
C 2.189 0.103 -1.510
H 0.323 -2.473 4.669
C -0.536 -2.874 -3.882
H 4.029 -1.380 -2.958
C -3.401 -1.104 -2.252
H -0.632 0.114 6.983
H -0.600 -0.135 0.878
H -4.159 -0.599 3.050
C -1.520 0.733 6.815
H 2.553 -4.068 5.976
H 4.567 4.482 -2.115
H 3.403 -4.440 4.059
C 6.237 2.272 -1.766
H -3.524 -3.694 -1.839
H -3.349 -1.410 -1.206
H 0.916 -3.166 1.741
C -1.819 2.248 -4.289
H -3.639 -0.594 8.003
C 3.245 -1.334 5.437
C -2.438 4.646 -4.997
C -2.653 -0.117 6.229
C -0.898 -2.483 -5.312
H -1.018 0.039 3.800
C 3.148 -3.839 3.189
H 4.124 -1.099 -0.312
H -1.214 2.109 -2.269
H 3.921 3.968 -3.694
H -1.780 0.549 -5.734
O 2.544 2.589 1.721
H 3.156 3.091 1.170
H 1.393 -1.304 6.604
H -2.843 -0.165 -2.300
C -3.133 -1.681 -4.601
O -1.921 0.257 4.059
H -4.553 4.937 -5.211
C 1.320 -2.343 2.335
H 5.613 4.260 -3.498
C -2.384 -2.540 -5.606
H -5.254 2.645 -4.570
H 4.291 0.557 5.291
H -2.547 2.499 0.751
H 1.389 -0.195 3.443
N 3.781 1.833 -2.040
H -1.248 1.504 6.087
C -3.869 4.339 -4.592
H -2.946 3.992 -7.006
O -3.182 2.285 0.044
H -3.881 -3.699 5.104
H 7.001 3.021 -1.971
H 2.020 -0.960 -1.321
H -4.145 -3.078 7.477
H 1.463 -3.068 -2.963
C -2.132 5.999 -4.374
C -3.886 -2.311 6.747
C 4.570 -0.198 -0.741
H -2.708 -3.277 2.804
H 6.108 -0.183 -3.330
C -3.040 -1.817 4.399
H -1.084 -4.704 -2.789
C 0.892 -2.424 -3.628
H -0.413 1.585 -5.798
O 3.427 2.532 -0.842
H -1.195 -4.922 -4.479
H 5.928 2.475 -0.732
H 3.121 -0.224 -3.890
H 4.033 -3.413 2.717
H 0.422 -1.820 2.662

Atom charges from the Löwdin analysis, given in e for atoms 1 to 8: H 0.075; H 0.104; H 0.091; H 0.077; H 0.115; C -0.176; C -0.034; C -0.134

***

Record 6
C10H22B2F5N3O7 | the ωB97M-V functional and the def2-TZVPD basis

Summary:
Gap between HOMO and LUMO: 9.4 eV
Total charge: 0
HOMO: -0.337 Ha
LUMO: 0.188 eV

Element x y z (Å)
H -3.615 -2.466 1.354
C 4.052 -1.070 -1.018
H -2.931 -0.855 3.744
H -1.656 2.362 2.158
C 2.129 -0.938 1.984
N -2.697 -2.382 1.765
C 4.968 -0.205 -2.971
H -1.749 0.440 3.366
H 3.042 -0.801 -1.294
F 3.185 -1.677 2.231
H 6.571 0.136 -5.741
C -2.110 1.981 1.229
H 4.998 0.861 -5.373
H -1.325 1.389 0.740
O -1.394 3.720 -0.485
C -2.204 -0.990 1.749
H -0.334 -2.912 0.617
H -0.093 -2.382 2.271
H -4.279 3.463 -0.356
N -4.043 0.899 -1.235
F 1.123 -0.589 -0.079
O -0.980 -0.974 1.006
H -3.442 1.423 -1.862
O -2.814 -1.243 -1.149
C -3.278 -0.076 1.119
H -4.883 0.582 -1.702
N -3.681 3.970 0.298
H -2.663 -2.772 2.694
H 4.495 -0.301 -0.387
C -0.121 -2.039 1.236
O -3.275 1.248 1.591
C 5.943 0.529 -4.946
H -3.496 4.850 -0.184
F 1.974 -2.540 0.205
O 4.851 -1.277 -2.190
H 6.456 1.361 -4.468
F 2.602 0.240 1.626
H 4.039 -2.005 -0.475
H -1.199 -1.187 3.679
C -2.006 -0.606 3.232
F 1.432 -0.745 3.068
B -2.410 3.266 0.333
B -3.346 -0.173 -0.493
O 4.473 0.875 -2.772
H -2.522 -1.008 -2.039
H -4.235 -0.499 1.449
O 5.731 -0.534 -4.018
C 1.298 -1.570 0.820
H -0.581 3.221 -0.327

Atom charges from the Löwdin analysis, given in e for atoms 1 to 8: H 0.084; C -0.038; H 0.096; H 0.127; C -0.605; N 0.108; C -0.618; H 0.080

***

no.,DFT total energy (a.u.),molar mass (u)
1,-4839.76358,948.0
2,-341.02023,86.0
3,-3236.16853,667.8
4,-1012.60812,112.6
5,-2880.03088,894.4
6,-1634.36064,412.9